(1)
# C5H11N3

The molecule C5H11N3 (ωB97M-V/def2-TZVPD, the Open Molecules 2025 dataset).

Results
HOMO	-7.82	eV
SMILES string	N[C@@H]1[C@@H]2NCC[C@@]12N
HOMO-LUMO gap	8.632	eV

XYZ file:
```
19
Properties=species:S:1:pos:R:3:lowdin_charge:R:1
C 0.809 -1.302 0.178 -0.258
C -0.505 -0.715 -0.344 -0.283
C -1.768 1.085 0.100 -0.133
C -0.875 0.759 1.356 -0.128
C 0.331 0.107 0.641 -0.385
H 1.843 -2.141 -1.346 0.126
H 2.815 -1.516 -0.019 0.102
H 0.593 -2.147 0.808 0.124
H -1.229 -1.349 0.148 0.120
H -1.793 -0.094 -1.765 0.091
H -1.755 2.193 -0.184 0.110
H -2.852 0.747 0.014 0.112
H -0.663 1.630 2.026 0.107
H -1.305 0.014 2.105 0.120
H 0.506 1.665 -0.545 0.034
H 1.751 0.641 -0.628 0.069
N 1.967 -1.394 -0.598 0.015
N -1.079 0.341 -1.171 -0.021
N 1.132 1.161 0.027 0.078
```

=====

(2)
# C5H11N3

The molecule C5H11N3 (ωB97M-V/def2-TZVPD, the Open Molecules 2025 dataset).

Results
HOMO	-6.81	eV
SMILES string	C/C(N)=C(C)\N=C/N
HOMO-LUMO gap	7.800	eV

XYZ file:
```
19
Properties=species:S:1:pos:R:3:lowdin_charge:R:1
C 0.824 2.107 0.026 -0.055
C 0.299 -1.678 -0.824 -0.055
C 0.134 0.804 -0.281 -0.355
C 0.721 -0.419 -0.120 -0.362
N 1.932 -0.562 0.572 0.086
N -2.069 -0.586 0.912 0.081
C -2.063 0.138 -0.257 -0.279
N -1.162 0.929 -0.727 0.059
H 2.401 0.298 0.815 0.067
H 2.573 -1.235 0.175 0.080
H -2.645 -1.160 1.505 0.093
H -1.493 -0.174 1.639 0.098
H -3.046 0.221 -0.714 0.109
H 0.916 2.271 1.102 0.073
H 1.829 2.140 -0.399 0.071
H 0.235 2.919 -0.394 0.071
H 0.053 -2.465 -0.109 0.075
H -0.554 -1.503 -1.471 0.067
H 1.117 -2.046 -1.450 0.078
```

=====

(3)
# C5H11N3

The molecule C5H11N3 (ωB97M-V/def2-TZVPD, the Open Molecules 2025 dataset).

Results
HOMO	-7.63	eV
SMILES string	[H]/N=C(\N)C(N)=C(C)C
HOMO-LUMO gap	8.578	eV

XYZ file:
```
19
Properties=species:S:1:pos:R:3:lowdin_charge:R:1
C 2.172 -0.639 0.214 -0.070
C 0.984 1.463 -0.573 -0.073
C -0.317 -0.518 0.206 -0.307
C -1.595 0.262 0.371 -0.446
C 0.866 0.048 -0.097 -0.304
N -0.489 -1.872 0.560 0.098
N -2.117 -0.043 -0.904 0.115
N -1.782 1.280 1.089 0.147
H -1.170 -2.007 1.296 0.089
H 0.375 -2.351 0.783 0.070
H -2.924 0.470 -1.237 0.089
H -2.079 -0.967 -1.304 0.089
H -2.610 1.819 0.839 0.051
H 2.126 -1.221 1.137 0.069
H 2.471 -1.316 -0.591 0.079
H 0.046 1.899 -0.851 0.053
H 2.978 0.103 0.347 0.081
H 1.423 2.076 0.201 0.075
H 1.642 1.512 -1.486 0.096
```

=====

Least stable: (1)

=====

(1)
# C4H7BrMgN

A structure of composition C4H7BrMgN (ωB97M-V/def2-TZVPD, the Open Molecules 2025 dataset).

Results
total charge	+1
HOMO	-13.71	eV
HOMO-LUMO gap	6.313	eV

XYZ file:
```
14
Properties=species:S:1:pos:R:3:lowdin_charge:R:1
Mg -1.939 -3.281 -2.353 0.751
Br -0.884 -2.581 -1.034 0.529
C 0.786 1.589 -0.447 -0.087
C 0.715 0.071 -0.243 -0.297
C -0.505 -0.272 0.612 -0.313
C -0.429 0.140 2.031 -0.206
N -0.328 0.401 3.174 0.150
H -0.124 1.813 -1.003 0.078
H 1.646 1.747 -1.098 0.078
H 0.903 2.163 0.473 0.086
H 1.651 -0.300 0.176 0.120
H 0.642 -0.437 -1.205 0.050
H -0.741 -1.336 0.600 -0.059
H -1.395 0.284 0.318 0.119
```

=====

(2)
# C4H7BrMgN

A structure of composition C4H7BrMgN (ωB97M-V/def2-TZVPD, the Open Molecules 2025 dataset).

Results
total charge	+1
HOMO	-13.24	eV
HOMO-LUMO gap	5.111	eV

XYZ file:
```
14
Properties=species:S:1:pos:R:3:lowdin_charge:R:1
Mg 5.337 -2.372 0.464 0.988
Br 4.252 -0.263 0.498 0.042
C 0.398 -0.350 -0.940 -0.128
C -0.327 0.219 0.276 -0.257
C -1.810 0.483 -0.051 -0.191
C -2.521 1.007 1.100 -0.241
N -3.059 1.412 2.028 0.150
H 0.037 -1.344 -1.213 0.075
H 1.477 -0.453 -0.763 0.012
H 0.379 0.250 -1.856 0.079
H 0.166 1.132 0.601 0.112
H -0.234 -0.524 1.070 0.110
H -2.315 -0.428 -0.369 0.124
H -1.780 1.232 -0.844 0.124
```

=====

Least stable: (1)

=====

(1)
# CH2FNO

A cluster of 2 separate species, CH2FNO in total (ωB97M-V/def2-TZVPD, the Open Molecules 2025 dataset).

Results
HOMO (spin up / spin down)	-9.44 / -9.51	eV
HOMO-LUMO gap (spin up / spin down)	8.077 / 8.670	eV

XYZ file:
```
6
Properties=species:S:1:pos:R:3:lowdin_charge:R:1
C -0.595 0.128 -0.352 -0.221
N 0.346 0.311 0.425 0.145
O 0.493 -1.741 -1.547 -0.211
F -1.819 0.488 0.001 0.057
H 1.127 -0.233 0.291 0.060
H 0.447 1.048 1.182 0.169
```

=====

(2)
# CH2FNO

A cluster of 2 separate species, CH2FNO in total (ωB97M-V/def2-TZVPD, the Open Molecules 2025 dataset).

Results
HOMO	-11.20	eV
SMILES string	N=C=O.F
HOMO-LUMO gap	11.780	eV

XYZ file:
```
6
Properties=species:S:1:pos:R:3:lowdin_charge:R:1
C -0.972 0.032 -0.306 -0.458
N -0.558 -1.083 -0.466 0.156
O -1.254 1.135 -0.175 0.172
F 2.078 1.218 0.407 -0.033
H -1.037 -2.036 -0.530 0.128
H 1.744 0.734 1.071 0.036
```

=====

Least stable: (1)

=====

(1)
# CH10O6

A cluster of 5 separate species, CH10O6 in total (ωB97M-V/def2-TZVPD, the Open Molecules 2025 dataset).

Results
HOMO	-10.86	eV
SMILES string	O=CO.O.O.O.O
HOMO-LUMO gap	11.391	eV

XYZ file:
```
17
Properties=species:S:1:pos:R:3:lowdin_charge:R:1
O -1.092 -1.026 -1.168 0.025
C -1.615 -0.393 -2.087 -0.237
O -2.782 0.386 -1.944 0.096
H -1.144 -0.346 -3.079 0.145
H -2.953 0.327 -1.071 0.015
H 0.318 2.087 2.207 -0.011
H 0.797 0.643 1.955 0.111
O 0.294 1.448 1.553 -0.055
H 3.075 0.073 0.281 0.000
H 3.891 1.104 -0.226 0.019
O 3.788 0.668 0.615 -0.080
H 0.728 -1.362 -0.768 0.008
H 2.078 -2.137 -0.676 0.093
O 1.685 -1.202 -0.573 -0.107
H -3.048 -0.224 2.125 0.053
H -1.656 0.313 1.419 0.009
O -2.363 -0.361 1.437 -0.085
```

=====

(2)
# CH10O6

A structure of composition CH10O6 (ωB97M-V/def2-TZVPD, the Open Molecules 2025 dataset).

Results
HOMO	-10.96	eV
HOMO-LUMO gap	11.247	eV

XYZ file:
```
17
Properties=species:S:1:pos:R:3:lowdin_charge:R:1
H -0.087 0.055 -0.435 0.048
O 0.271 -0.995 -1.036 0.025
O -0.376 0.952 0.273 -0.038
H 0.691 -0.568 -1.802 0.068
H 1.061 -1.214 -0.399 0.049
C -0.099 0.939 1.544 -0.410
H -0.787 1.643 2.054 0.145
O 0.698 0.179 2.067 0.003
O -3.257 -0.132 0.361 -0.066
H -2.603 0.512 0.048 0.012
H -2.708 -0.895 0.597 0.033
O 0.892 1.125 -3.303 -0.020
H 1.329 1.954 -3.093 0.054
H 0.397 0.832 -2.553 -0.013
O 1.848 -1.750 0.757 -0.030
H 1.200 -2.208 1.311 0.084
H 1.880 -0.944 1.327 0.054
```

=====

Least stable: (1)